Entry 1:
{"formula": "C4H9N2S", "method": "the ωB97M-V functional and the def2-TZVPD basis", "species": ["C", "C", "C", "S", "N", "C", "N", "H", "H", "H", "H", "H", "H", "H", "H", "H"], "xyz": [[-2.12252, 0.65248, -1.18452], [-1.75094, 0.22927, -0.01185], [-2.19623, -0.64859, 1.05432], [0.08517, 1.46048, 0.41706], [1.06225, 0.07505, 0.27223], [2.27320, 0.32045, -0.20141], [3.31180, -0.49889, -0.37516], [-1.48055, 1.39743, -1.65201], [-3.14792, 0.52591, -1.63804], [-1.57222, -1.49512, 1.26038], [-2.27901, -0.05507, 2.06056], [-3.09474, -1.02693, 0.65106], [0.98652, -0.84526, 0.73109], [2.21689, 1.24945, -0.67503], [4.09422, -0.06029, -0.83867], [3.61407, -1.28039, 0.12999]], "atomic_forces_ev_per_a": [[-1.37, 1.16, -1.01], [2.62, 1.99, 0.28], [0.73, 1.87, 2.26], [-3.32, -1.86, 0.51], [3.27, -1.36, 0.38], [-1.35, -2.15, -0.26], [-0.08, 2.38, -0.71], [-0.46, -0.33, -0.25], [1.28, -0.53, 0.53], [0.61, -0.43, -0.08], [-0.33, -1.16, -1.92], [-1.55, -0.50, 0.13], [-0.81, 0.79, 0.08], [1.15, 1.50, -0.87], [-0.02, 0.04, -0.16], [-0.38, -1.40, 1.10]], "lowdin_charge": [-0.018, -0.354, -0.097, 0.884, -0.335, -0.224, 0.198, 0.045, 0.114, 0.071, 0.141, 0.083, 0.146, 0.098, 0.133, 0.115], "e_homo_ev": -12.9, "de_lowest_kcal_mol": 78.64, "smiles": "C=C(C)S/[NH+]=C/N", "charge": 1, "gap_ha": 0.338}

=====

Entry 2:
{"formula": "C7H6O2S", "method": "the ωB97M-V functional and the def2-TZVPD basis", "species": ["C", "C", "C", "C", "C", "C", "C", "O", "O", "S", "H", "H", "H", "H", "H", "H"], "xyz": [[1.98908, 0.96186, -1.13215], [1.16539, 0.01214, -1.70317], [1.67520, 1.34674, 0.18950], [0.11271, -0.60595, -1.17510], [0.48130, 0.79556, 0.67029], [-0.29325, -0.16812, 0.13789], [-1.31741, -0.79803, 0.91171], [-3.36051, -0.84898, 2.51833], [-1.66565, -2.02624, 0.59948], [-2.39236, 0.08363, 1.92706], [2.83061, 1.46964, -1.65635], [1.36929, -0.06520, -2.79713], [2.34588, 2.04495, 0.68209], [-0.52944, -1.15102, -1.80632], [0.15724, 1.17281, 1.69996], [-2.56808, -2.22378, 0.93392]], "atomic_forces_ev_per_a": [[0.53, 1.14, 2.19], [2.18, 1.07, -4.11], [-0.15, -0.71, -2.47], [-1.82, 0.71, 2.44], [0.90, 2.67, 4.56], [1.33, -1.47, -2.33], [-3.13, 1.42, 0.83], [-0.93, -1.16, 0.11], [-0.07, -0.88, -0.23], [2.50, 0.31, -1.17], [-0.77, -0.81, 0.28], [-0.30, -0.66, 0.83], [-0.65, -0.03, 0.36], [-0.55, -1.08, -0.34], [0.57, -0.69, -1.31], [0.38, 0.18, 0.34]], "lowdin_charge": [-0.072, -0.129, -0.046, -0.008, -0.078, -0.239, -0.534, -0.605, 0.061, 0.948, 0.119, 0.124, 0.106, 0.110, 0.124, 0.119], "e_homo_ev": [-8.2, -8.2], "de_lowest_kcal_mol": 22.22, "charge": 0, "gap_ha": [0.281, 0.281]}

=====

Entry 3:
{"formula": "C3H4NO", "method": "the ωB97M-V functional and the def2-TZVPD basis", "species": ["C", "C", "C", "N", "O", "H", "H", "H", "H"], "xyz": [[0.39774, 1.01911, 0.07895], [0.66553, -1.03748, -0.41620], [-0.87874, 0.43345, -0.19446], [-0.59326, -0.92160, -0.42489], [1.31108, 0.08581, -0.10768], [0.69760, 2.07539, 0.39732], [1.51689, -3.23100, 0.85882], [-1.68976, 0.53149, 0.68866], [-1.42707, 1.04484, -0.88052]], "atomic_forces_ev_per_a": [[1.74, 0.94, 0.51], [-3.10, -1.91, 0.22], [-1.42, 0.26, 3.07], [0.92, -1.80, -1.29], [0.88, 3.63, 1.00], [-0.18, -1.71, -0.62], [-0.13, 0.46, -0.34], [1.83, -0.07, -1.26], [-0.53, 0.19, -1.28]], "lowdin_charge": [0.112, -0.048, -0.150, 0.130, 0.136, 0.210, 0.190, 0.250, 0.169], "e_homo_ev": [-15.2, -16.5], "de_lowest_kcal_mol": 154.32, "charge": 1, "gap_ha": [0.290, 0.346]}

=====

Entry 4:
{"formula": "C6H4Cl2N2", "method": "the ωB97M-V functional and the def2-TZVPD basis", "species": ["N", "C", "C", "Cl", "C", "N", "C", "C", "C", "Cl", "H", "H", "H", "H"], "xyz": [[3.44160, -1.29553, 1.81077], [2.67378, -0.97514, 1.02820], [1.68334, -0.59837, 0.05005], [2.26652, -1.31022, -1.53702], [0.30800, -1.20513, 0.41708], [-0.82937, -0.58492, -0.17089], [-0.75840, 0.60610, -0.58983], [0.42801, 1.44013, -0.51776], [1.59041, 0.88361, -0.15859], [3.05742, 1.76933, -0.02551], [0.29424, -2.26321, 0.14031], [0.18031, -1.15380, 1.50751], [-1.65982, 1.03421, -1.00695], [0.34869, 2.49238, -0.73368]], "atomic_forces_ev_per_a": [[0.34, -0.18, 0.44], [0.08, -0.02, 0.10], [-0.38, -0.24, -0.67], [-0.15, 0.08, 0.11], [0.31, -0.05, 0.18], [-0.68, -0.10, -0.26], [-0.16, -0.23, -0.02], [0.79, -0.16, 0.36], [-0.30, 0.45, -0.10], [-0.09, 0.06, -0.07], [0.19, 0.13, 0.12], [0.09, 0.01, -0.09], [-0.14, 0.13, -0.07], [0.09, 0.12, -0.04]], "lowdin_charge": [0.202, -0.303, -0.759, 0.685, -0.213, 0.056, -0.150, -0.066, -0.686, 0.745, 0.122, 0.144, 0.112, 0.111], "e_homo_ev": -10.0, "de_lowest_kcal_mol": 2.44, "smiles": "N#C[C@@]1(Cl)CN=CC=C1Cl", "charge": 0, "gap_ha": 0.345}

=====

Entry 5:
{"formula": "C14H16", "method": "the ωB97M-V functional and the def2-TZVPD basis", "species": ["C", "C", "C", "C", "C", "C", "C", "H", "H", "H", "H", "H", "H", "H", "H", "C", "C", "C", "C", "C", "C", "C", "H", "H", "H", "H", "H", "H", "H", "H"], "xyz": [[-1.76618, 0.00767, -3.34632], [-1.35484, -0.83179, -2.12093], [-2.13735, -0.94178, -0.98953], [-1.43775, -1.71056, 0.01816], [-0.13724, -2.20123, -0.06750], [0.59325, -1.91205, -1.22320], [-0.00632, -1.37322, -2.29413], [-1.90329, 1.08646, -3.02142], [-2.69729, -0.42006, -3.76522], [-0.91328, 0.08910, -4.14911], [-3.13667, -0.49837, -0.88284], [-2.00603, -2.06516, 0.95906], [0.23051, -2.75797, 0.84584], [1.63061, -2.29758, -1.25532], [0.51233, -1.12748, -3.29526], [2.56492, 0.13816, 0.72910], [1.50340, 0.74205, 1.39371], [1.54127, 1.04356, 2.69349], [0.41861, 1.66365, 3.25360], [-0.59088, 2.19103, 2.42319], [-0.57620, 1.96622, 1.10568], [0.35779, 1.05523, 0.54333], [2.39959, -0.95709, 0.75206], [3.57936, 0.22782, 1.36153], [2.92254, 0.45615, -0.15986], [2.41732, 0.84472, 3.20938], [0.33735, 1.78500, 4.37968], [-1.43667, 2.82211, 2.83314], [-1.40384, 2.35601, 0.49068], [0.49502, 0.61941, -0.42099]], "atomic_forces_ev_per_a": [[0.70, 0.89, -0.23], [1.41, 0.93, -2.62], [2.49, -1.51, 0.66], [-2.15, -0.78, 1.69], [-1.17, 0.48, 1.01], [2.03, -2.29, 1.05], [-1.73, 2.21, -1.35], [-0.27, -1.23, -0.39], [0.47, 0.60, -0.12], [-1.79, -0.53, 1.46], [0.61, -0.36, 0.02], [0.81, 0.99, -1.51], [-0.10, 0.72, -1.49], [-0.58, 0.42, -0.21], [-0.78, -0.68, 1.95], [5.16, -3.91, 3.40], [-4.20, 1.88, -2.75], [-2.42, 1.21, 1.09], [-0.46, 0.73, 1.47], [-0.29, 0.87, 3.51], [-0.28, -2.08, -4.09], [1.65, 1.29, 3.28], [0.24, 0.30, -0.58], [-2.04, -0.18, -0.90], [0.21, 1.08, -3.27], [1.35, -0.45, 1.34], [0.20, 0.05, -1.59], [1.23, -0.91, -0.24], [0.51, -0.18, 0.22], [-0.82, 0.43, -0.85]], "lowdin_charge": [-0.077, -0.288, -0.041, -0.099, -0.122, -0.159, -0.073, 0.086, 0.074, 0.094, 0.118, 0.123, 0.125, 0.115, 0.130, -0.086, -0.342, -0.067, -0.067, -0.136, -0.112, 0.012, 0.090, 0.136, 0.046, 0.090, 0.118, 0.122, 0.108, 0.082], "e_homo_ev": -8.4, "de_lowest_kcal_mol": 58.17, "smiles": "Cc1ccccc1.Cc1ccccc1", "charge": 0, "gap_ha": 0.345}

=====

Entry 6:
{"formula": "C15H32ClO", "method": "the ωB97M-V functional and the def2-TZVPD basis", "species": ["C", "C", "C", "O", "Cl", "H", "H", "H", "H", "C", "C", "C", "C", "C", "C", "H", "H", "H", "H", "H", "H", "H", "H", "H", "H", "H", "H", "H", "H", "C", "C", "C", "C", "C", "C", "H", "H", "H", "H", "H", "H", "H", "H", "H", "H", "H", "H", "H", "H"], "xyz": [[-1.25048, 0.07041, 3.48239], [-2.42544, -1.00786, 3.22739], [-1.87645, -2.49929, 3.33340], [-2.42214, -3.26467, 4.16704], [-0.53879, -3.20746, 2.30675], [-1.64206, 1.03460, 2.99954], [-1.17441, 0.16270, 4.61880], [-3.20602, -0.87892, 4.05723], [-2.98817, -0.80816, 2.24631], [-1.58767, -4.16820, -1.05284], [-0.07314, -4.25604, -1.17511], [0.58464, -2.92236, -1.53146], [0.17859, -2.33210, -2.88468], [0.43435, -3.23354, -4.09411], [1.90757, -3.55612, -4.30476], [-2.05421, -3.88258, -1.99985], [-1.99893, -5.13786, -0.76070], [-1.87457, -3.43718, -0.29257], [0.19161, -5.02279, -1.91211], [0.33341, -4.59786, -0.21809], [1.67252, -3.04784, -1.50020], [0.34662, -2.19075, -0.75095], [0.71838, -1.38871, -3.02548], [-0.88317, -2.06784, -2.86304], [0.05820, -2.72561, -4.98954], [-0.13685, -4.16323, -4.00665], [2.49205, -2.64144, -4.43539], [2.03452, -4.16747, -5.20247], [2.32285, -4.11540, -3.46345], [1.02962, 1.57208, 1.27893], [0.82990, 2.83243, 2.10658], [-0.32603, 3.70406, 1.61498], [-0.16946, 4.26295, 0.19777], [1.08622, 5.10427, -0.03782], [1.13888, 6.36186, 0.81918], [1.29104, 1.80580, 0.24115], [1.84068, 0.97154, 1.69712], [0.12372, 0.96087, 1.27857], [1.76201, 3.40976, 2.12825], [0.62692, 2.53900, 3.14118], [-0.46662, 4.53167, 2.31960], [-1.25158, 3.11870, 1.65437], [-1.05206, 4.87145, -0.03308], [-0.17887, 3.43860, -0.52191], [1.11068, 5.40124, -1.09281], [1.98602, 4.50514, 0.13264], [0.26754, 6.99626, 0.63456], [2.03435, 6.94269, 0.58094], [1.17424, 6.12323, 1.88441]], "atomic_forces_ev_per_a": [[-1.35, -0.42, -0.21], [0.76, 1.15, 0.25], [-3.83, -1.34, 3.18], [2.63, 2.24, -3.07], [-0.56, 0.74, 0.38], [0.52, -0.93, 0.86], [-0.19, 0.24, -1.27], [0.87, -1.04, -1.15], [1.12, -0.62, 1.09], [-0.10, -0.08, -0.04], [0.02, 0.08, 0.05], [0.11, 0.03, 0.05], [-0.11, -0.05, 0.02], [0.00, 0.17, 0.00], [-0.02, -0.16, -0.11], [0.01, -0.01, 0.03], [-0.05, 0.08, 0.01], [0.03, -0.06, -0.07], [0.03, 0.03, 0.00], [0.00, 0.03, -0.07], [-0.03, 0.03, -0.01], [0.01, -0.09, -0.02], [-0.01, -0.04, -0.01], [0.03, 0.00, 0.03], [-0.03, -0.06, 0.05], [0.00, 0.05, 0.04], [0.00, -0.04, 0.06], [0.08, 0.03, 0.04], [0.01, 0.06, -0.03], [0.09, 0.00, -0.23], [-0.07, -0.05, 0.04], [0.00, 0.08, 0.08], [0.03, -0.10, -0.02], [-0.14, 0.01, -0.09], [0.20, 0.04, -0.01], [0.06, 0.07, -0.02], [-0.14, -0.07, -0.03], [0.14, -0.03, 0.19], [-0.03, 0.08, -0.01], [-0.04, -0.05, -0.10], [-0.03, 0.01, -0.04], [0.10, -0.01, 0.03], [0.04, 0.03, -0.02], [0.00, 0.00, 0.05], [0.03, -0.05, 0.04], [-0.08, -0.02, 0.01], [0.01, -0.03, 0.06], [-0.06, 0.04, 0.06], [-0.04, 0.02, -0.05]], "lowdin_charge": [-0.247, -0.350, -0.714, -0.084, 0.544, -0.051, -0.046, 0.083, 0.092, -0.126, -0.286, -0.226, -0.229, -0.278, -0.121, 0.062, 0.070, 0.049, 0.094, 0.082, 0.101, 0.106, 0.108, 0.101, 0.100, 0.096, 0.073, 0.064, 0.065, -0.134, -0.278, -0.231, -0.234, -0.280, -0.124, 0.055, 0.067, 0.043, 0.091, 0.098, 0.097, 0.101, 0.104, 0.099, 0.099, 0.098, 0.070, 0.063, 0.065], "e_homo_ev": -1.9, "charge": -1, "gap_ha": 0.176}